DFT (ωB97M-V/def2-TZVPD) results for 2 unconnected molecules or ions with the total composition C2H6OS.

Calculated values
LUMO level   0.87 eV
Kohn-Sham gap   10.373 eV
Energy   -553.17410 Ha
HOMO level   -9.5 eV
Net charge   0

The geometry in XYZ format:
```
10
Properties=species:S:1:pos:R:3:forces:R:3:nbo_charge:R:1
S -2.47547 2.10308 1.39112 -0.1 -0.7 0.3 -0.335
H -3.25776 1.34381 2.25265 1.0 0.3 -0.8 0.158
H -1.51634 1.16157 1.07307 -0.9 0.4 0.6 0.169
O -0.01731 -0.60504 0.72101 -3.0 0.3 3.5 -0.511
C 0.14543 -0.43446 -0.42421 5.2 -1.4 -1.3 0.440
C 1.62455 -0.72973 -0.78877 -1.0 0.8 -5.2 -0.715
H -0.55288 -0.30760 -1.22903 -1.0 0.5 -0.4 0.129
H 1.58762 -1.58603 -1.53107 0.0 0.7 0.6 0.217
H 2.31437 -1.02055 -0.07816 0.6 -0.4 2.3 0.229
H 2.14779 0.07495 -1.38660 -0.8 -0.5 0.5 0.219
```
Forces are in eV/Å.